(1)
Here is a structure of composition C30H23N4O6S2SeW at a distorted geometry from OMol25. Energies are from the ωB97M-V functional and the def2-TZVPD basis.

The spin multiplicity is 1. The value obtained for the relative energy (zero: lowest compared OMol25 entry of this formula, charge and spin) is 74.1 kJ/mol. The total charge is +1. The calculation puts the frontier orbital gap (alpha / beta) at 5.46 / 5.46 eV. As for the HOMO energy (alpha / beta): -10.09 / -10.10 eV.

Geometry (Å):
1 W 0.0747 -0.3524 0.5327
2 C 4.0986 3.4133 0.8077
3 C 4.1449 2.8938 -0.4820
4 C 3.0736 2.1825 -0.9833
5 C 1.9605 1.9948 -0.1676
6 C 1.8965 2.5132 1.1203
7 C 2.9747 3.2319 1.6040
8 N 0.8746 1.2006 -0.6174
9 N 0.6307 1.2788 -1.8517
10 C -0.1360 0.2261 -2.3134
11 C -0.6046 0.2237 -3.6208
12 C -1.2657 -0.8994 -4.0764
13 C -1.4443 -1.9927 -3.2333
14 C -0.9980 -1.9092 -1.9303
15 N -0.3940 -0.8026 -1.4816
16 H 4.9482 3.9590 1.1951
17 H 5.0275 3.0279 -1.0916
18 H 3.0996 1.7456 -1.9710
19 H 1.0102 2.3684 1.7249
20 H 2.9379 3.6454 2.6018
21 H -0.4162 1.0875 -4.2417
22 H -1.6388 -0.9346 -5.0908
23 H -1.9348 -2.8915 -3.5761
24 H -1.1324 -2.7038 -1.2094
25 O -3.4548 -0.1590 2.4621
26 S -2.1137 -0.5916 2.2807
27 O -1.0384 0.4479 2.2240
28 O -1.8616 -1.3103 0.9710
29 C -1.6012 -1.4397 3.7613
30 C -2.5866 -1.8000 4.6519
31 C -2.2309 -2.1408 5.9613
32 C -0.9156 -2.0655 6.3646
33 C 0.0900 -1.7198 5.4540
34 C -0.2479 -1.4084 4.1574
35 S 1.0824 -1.4385 2.9420
36 O 1.4256 -0.1268 2.2715
37 O 2.1663 -2.0897 3.5882
38 O 0.3751 -2.1333 1.8306
39 H -3.6254 -1.7738 4.3556
40 H -3.0029 -2.4375 6.6574
41 H -0.6431 -2.2986 7.3846
42 H 1.1277 -1.7421 5.7528
43 N -1.7212 1.0977 -0.2109
44 C -2.7432 1.4989 -0.5433
45 C -4.0121 2.0327 -0.9491
46 C -5.1355 1.2086 -0.9146
47 C -6.3545 1.7381 -1.3021
48 C -6.4351 3.0630 -1.7109
49 C -5.3073 3.8744 -1.7416
50 C -4.0793 3.3644 -1.3581
51 H -5.0535 0.1835 -0.5810
52 H -7.2408 1.1196 -1.2830
53 H -7.3922 3.4730 -2.0049
54 H -5.3851 4.9033 -2.0632
55 H -3.1925 3.9821 -1.3722
56 Se 2.1632 -1.4252 -0.5835
57 C 3.8211 -0.7027 0.0801
58 C 4.7596 -0.5447 -0.9524
59 C 6.0422 -0.0953 -0.6924
60 C 6.4104 0.2331 0.6041
61 C 5.4898 0.0800 1.6281
62 C 4.2079 -0.3920 1.3784
63 H 4.4803 -0.7820 -1.9714
64 H 6.7496 0.0070 -1.5053
65 H 7.4076 0.5958 0.8152
66 H 5.7708 0.3147 2.6466
67 H 3.5374 -0.5199 2.2123

=====

(2)
Here is a structure of composition C30H24BeBrN2O2PS3 from OMol25. Energies are from the ωB97M-V functional and the def2-TZVPD basis.

The spin multiplicity is 1. The calculation puts the frontier orbital gap at 7.94 eV. As for the HOMO energy: -7.74 eV.

Geometry (Å):
1 Be 0.0774 -0.5190 -0.5092
2 Br -1.6700 -3.5459 -0.6941
3 C 0.1497 -3.3394 -1.1307
4 C 0.8957 -4.4469 -1.4906
5 C 2.2356 -4.2640 -1.7957
6 C 2.7898 -2.9963 -1.7352
7 C 1.9736 -1.9592 -1.3549
8 N 0.6718 -2.1235 -1.0670
9 C 2.4204 -0.5125 -1.2358
10 O 3.5512 -0.1889 -1.5256
11 O 1.4414 0.2458 -0.8352
12 H 0.4314 -5.4206 -1.5137
13 H 2.8410 -5.1163 -2.0787
14 H 3.8309 -2.7950 -1.9475
15 S 1.6987 -2.7396 1.9564
16 P 0.6148 -1.2477 2.6168
17 S -0.7804 -0.3871 1.3838
18 C 1.6659 0.1191 3.2145
19 C 3.0474 0.0472 3.1274
20 C 3.8290 1.0741 3.6482
21 C 3.2302 2.1639 4.2609
22 C 1.8435 2.2415 4.3419
23 C 1.0626 1.2244 3.8175
24 C -0.2925 -1.7094 4.1370
25 C -1.6682 -1.5891 4.2815
26 C -2.2760 -1.9456 5.4816
27 C -1.5133 -2.4198 6.5372
28 C -0.1366 -2.5511 6.3928
29 C 0.4707 -2.2013 5.1969
30 H 3.5035 -0.8088 2.6451
31 H 4.9092 1.0178 3.5763
32 H 3.8420 2.9557 4.6752
33 H 1.3729 3.0960 4.8147
34 H -0.0185 1.2840 3.8616
35 H -2.2613 -1.2215 3.4550
36 H -3.3501 -1.8523 5.5879
37 H -1.9884 -2.6866 7.4740
38 H 0.4638 -2.9309 7.2117
39 H 1.5420 -2.3155 5.0742
40 N -1.1762 -0.0249 -1.5622
41 S -0.7101 0.5334 -2.9768
42 C -0.3228 2.2766 -2.8455
43 C -1.2174 3.1526 -2.2493
44 C -0.8532 4.4788 -2.0976
45 C 0.3940 4.9133 -2.5373
46 C 1.2816 4.0242 -3.1239
47 C 0.9257 2.6897 -3.2764
48 C -2.1626 0.6233 -4.0155
49 C -2.0256 1.2180 -5.2639
50 C -3.1239 1.2852 -6.1034
51 C -4.3428 0.7528 -5.6968
52 C -4.4604 0.1493 -4.4543
53 C -3.3624 0.0742 -3.6038
54 H -1.9790 0.4619 -1.1749
55 H -2.1856 2.8067 -1.9033
56 H -1.5389 5.1737 -1.6288
57 H 0.6779 5.9501 -2.4084
58 H 2.2594 4.3604 -3.4435
59 H 1.6248 1.9771 -3.7003
60 H -1.0718 1.6378 -5.5671
61 H -3.0299 1.7514 -7.0752
62 H -5.2003 0.8027 -6.3565
63 H -5.4059 -0.2761 -4.1430
64 H -3.4453 -0.4283 -2.6483

=====

(3)
Here is a structure of composition C30H24BrN2O2P2Pt at a distorted geometry from OMol25. Energies are from the ωB97M-V functional and the def2-TZVPD basis.

The spin multiplicity is 1. The value obtained for the relative energy (zero: lowest compared OMol25 entry of this formula, charge and spin) is 90.9 kJ/mol. The total charge is +1. The calculation puts the frontier orbital gap at 8.00 eV. As for the HOMO energy: -11.39 eV.

Geometry (Å):
1 Pt -0.4684 0.8458 -0.9168
2 Br -2.2844 3.3679 1.0078
3 C -1.2065 3.8784 -0.4312
4 C -1.2005 5.2288 -0.7682
5 C -0.4313 5.6488 -1.8315
6 C 0.2956 4.7059 -2.5405
7 C 0.2387 3.3857 -2.1520
8 N -0.4858 2.9653 -1.0819
9 C 0.9690 2.3393 -2.9918
10 O 1.6414 2.7116 -3.9246
11 O 0.8020 1.1198 -2.6115
12 H -1.8015 5.9163 -0.1935
13 H -0.4171 6.6921 -2.1137
14 H 0.8997 4.9465 -3.4032
15 N -0.2558 -1.3519 0.9240
16 P 0.0596 0.3126 1.1776
17 C -0.6417 0.6669 2.7842
18 C 0.1652 0.8092 3.9087
19 C -0.4168 0.9645 5.1579
20 C -1.7972 0.9750 5.2827
21 C -2.6066 0.8339 4.1603
22 C -2.0307 0.6825 2.9122
23 C 1.8426 0.5323 1.2588
24 C 2.7052 -0.5413 1.4469
25 C 4.0747 -0.3282 1.4586
26 C 4.5821 0.9501 1.2850
27 C 3.7242 2.0261 1.0949
28 C 2.3566 1.8178 1.0765
29 P -0.4776 -1.3563 -0.7539
30 C 0.7181 -2.4130 -1.5559
31 C 0.6580 -3.7793 -1.2567
32 C 1.6057 -4.6410 -1.7720
33 C 2.6082 -4.1448 -2.6009
34 C 2.6584 -2.7956 -2.9071
35 C 1.7185 -1.9171 -2.3824
36 C -2.1028 -2.0531 -1.0911
37 C -3.0437 -2.2021 -0.0755
38 C -4.2863 -2.7459 -0.3610
39 C -4.5946 -3.1283 -1.6583
40 C -3.6627 -2.9699 -2.6752
41 C -2.4165 -2.4377 -2.3939
42 H -0.0992 -2.1276 1.5532
43 H 1.2437 0.8126 3.8117
44 H 0.2082 1.0798 6.0323
45 H -2.2492 1.0946 6.2581
46 H -3.6829 0.8490 4.2624
47 H -2.6520 0.5728 2.0330
48 H 2.3207 -1.5456 1.5624
49 H 4.7479 -1.1628 1.5966
50 H 5.6517 1.1091 1.2871
51 H 4.1232 3.0197 0.9478
52 H 1.6898 2.6558 0.9059
53 H -0.1405 -4.1715 -0.6356
54 H 1.5616 -5.6969 -1.5428
55 H 3.3471 -4.8192 -3.0122
56 H 3.4338 -2.4129 -3.5565
57 H 1.7794 -0.8583 -2.6083
58 H -2.8085 -1.8901 0.9341
59 H -5.0143 -2.8708 0.4289
60 H -5.5639 -3.5540 -1.8788
61 H -3.9072 -3.2685 -3.6848
62 H -1.6848 -2.3331 -3.1866

=====

(4)
Here is a structure of composition C30H24BrNOP2S2V at a distorted geometry from OMol25. Energies are from the ωB97M-V functional and the def2-TZVPD basis.

The spin multiplicity is 2. The value obtained for the relative energy (zero: lowest compared OMol25 entry of this formula, charge and spin) is 77.2 kJ/mol. The calculation puts the frontier orbital gap (alpha / beta) at 6.64 / 7.31 eV. As for the HOMO energy (alpha / beta): -7.35 / -7.50 eV.

Geometry (Å):
1 V -1.1129 -0.0754 -0.1075
2 S -0.7829 2.5309 0.5738
3 P -0.6936 1.4306 2.2101
4 C -0.4679 -0.2491 1.7494
5 P 1.0878 -0.9946 2.0178
6 S 2.4026 -0.3801 0.6907
7 C 1.6381 -0.7201 3.7334
8 C 0.7941 -1.0985 4.7711
9 C 1.1815 -0.8741 6.0779
10 C 2.3987 -0.2665 6.3469
11 C 3.2332 0.1170 5.3103
12 C 2.8535 -0.1076 3.9992
13 C 0.7587 -2.7852 1.9439
14 C -0.5046 -3.2976 1.6733
15 C -0.7096 -4.6645 1.7519
16 C 0.3359 -5.5140 2.0764
17 C 1.6046 -5.0013 2.3060
18 C 1.8159 -3.6371 2.2478
19 C 0.4920 2.1480 3.3832
20 C 0.2140 2.1746 4.7434
21 C 1.1224 2.7505 5.6111
22 C 2.3040 3.2884 5.1261
23 C 2.5809 3.2584 3.7687
24 C 1.6756 2.6879 2.8920
25 C -2.2921 1.4360 3.0740
26 C -2.9918 2.6324 3.1752
27 C -4.2282 2.6513 3.7933
28 C -4.7594 1.4769 4.3058
29 C -4.0639 0.2839 4.1986
30 C -2.8281 0.2577 3.5803
31 H -0.1568 -1.5608 4.5394
32 H 0.5343 -1.1770 6.8871
33 H 2.6943 -0.0860 7.3694
34 H 4.1822 0.5891 5.5190
35 H 3.4798 0.1922 3.1692
36 H -1.3281 -2.6359 1.4222
37 H -1.6974 -5.0572 1.5661
38 H 0.1634 -6.5747 2.1646
39 H 2.4254 -5.6619 2.5412
40 H 2.7933 -3.2125 2.4436
41 H -0.7081 1.7482 5.1136
42 H 0.9024 2.7834 6.6682
43 H 3.0108 3.7311 5.8133
44 H 3.5014 3.6842 3.3932
45 H 1.8778 2.6553 1.8286
46 H -2.5659 3.5315 2.7448
47 H -4.7873 3.5741 3.8572
48 H -5.7306 1.4862 4.7776
49 H -4.4950 -0.6320 4.5750
50 H -2.2899 -0.6761 3.4674
51 O 0.0124 -1.2515 -5.3037
52 C 0.0494 -0.7563 -4.0488
53 C 0.7098 0.4414 -3.7475
54 C 0.6588 0.9308 -2.4565
55 N -0.0373 0.2629 -1.5557
56 C -0.6146 -0.8950 -1.7765
57 Br -3.3162 -0.8291 0.1752
58 C -0.5907 -1.4753 -3.0296
59 H 0.4097 -0.6283 -5.9278
60 H 1.2421 0.9815 -4.5178
61 H 1.1651 1.8382 -2.1532
62 H -1.0509 -2.4270 -3.2472

=====

(5)
Here is a structure of composition C30H24ClIIrNO4Si from OMol25. Energies are from the ωB97M-V functional and the def2-TZVPD basis.

The spin multiplicity is 1. The value obtained for the relative energy (zero: lowest compared OMol25 entry of this formula, charge and spin) is 7.2 kJ/mol. The calculation puts the frontier orbital gap at 7.01 eV. As for the HOMO energy: -7.67 eV.

Geometry (Å):
1 Ir -0.2114 0.5785 -0.7825
2 Cl 4.0013 6.1735 -0.5585
3 C 3.3177 4.5850 -0.7274
4 C 4.1356 3.5133 -0.9379
5 C 3.6137 2.2149 -1.0782
6 I 4.9017 0.6168 -1.3750
7 C 2.2555 1.9698 -1.0141
8 O 1.7451 0.7706 -1.1721
9 C 1.4071 3.1012 -0.7784
10 N 0.0738 2.8438 -0.6976
11 C -0.7690 3.8232 -0.4857
12 C -0.3507 5.1569 -0.3382
13 C 0.9830 5.4435 -0.4137
14 C 1.9161 4.4089 -0.6393
15 H 5.2053 3.6606 -0.9948
16 H -1.8179 3.5560 -0.4242
17 H -1.0834 5.9322 -0.1658
18 H 1.3409 6.4580 -0.3024
19 C 0.0446 0.4535 6.0445
20 O -1.3250 0.4239 5.6685
21 C -1.6145 0.4196 4.3539
22 C -2.9952 0.3756 4.0468
23 C -3.3714 0.3506 2.7439
24 C -2.4433 0.3832 1.6642
25 C -2.9493 0.3725 0.3270
26 C -4.4215 0.2255 0.0434
27 O -2.2495 0.5041 -0.7045
28 C -1.0591 0.4514 1.9940
29 O -0.0544 0.5043 1.1651
30 C -0.6743 0.4556 3.3556
31 H 0.0564 0.4438 7.1300
32 H 0.5299 1.3614 5.6805
33 H 0.5725 -0.4226 5.6630
34 H -3.7115 0.3582 4.8550
35 H -4.4276 0.3209 2.5195
36 H -4.9095 -0.5031 0.6843
37 H -4.5339 -0.0725 -0.9956
38 H -4.9165 1.1901 0.1810
39 H 0.3859 0.4907 3.5534
40 C -2.2709 -3.6381 -4.5270
41 C -1.5471 -4.4318 -3.6454
42 C -0.9366 -3.8599 -2.5401
43 C -1.0351 -2.4894 -2.2796
44 C -1.7693 -1.7142 -3.1773
45 C -2.3808 -2.2764 -4.2920
46 Si -0.1703 -1.7459 -0.7715
47 C 1.5516 -2.4885 -0.7055
48 C 2.1274 -2.8892 0.5003
49 C 3.4158 -3.4056 0.5467
50 C 4.1507 -3.5373 -0.6225
51 C 3.5946 -3.1463 -1.8336
52 C 2.3115 -2.6229 -1.8695
53 H -2.7445 -4.0803 -5.3944
54 H -1.4559 -5.4958 -3.8246
55 H -0.3614 -4.4913 -1.8709
56 H -1.8829 -0.6483 -3.0036
57 H -2.9405 -1.6502 -4.9757
58 H -0.8661 -2.2615 0.4488
59 H 1.5586 -2.8008 1.4202
60 H 3.8438 -3.7102 1.4938
61 H 5.1534 -3.9454 -0.5911
62 H 4.1637 -3.2451 -2.7499
63 H 1.8930 -2.3191 -2.8235

=====

(6)
Here is a structure of composition C30H24LuN2O3PSSe at a distorted geometry from OMol25. Energies are from the ωB97M-V functional and the def2-TZVPD basis.

The spin multiplicity is 1. The value obtained for the relative energy (zero: lowest compared OMol25 entry of this formula, charge and spin) is 92.8 kJ/mol. The total charge is +2. The calculation puts the frontier orbital gap at 7.73 eV. As for the HOMO energy: -14.49 eV.

Geometry (Å):
1 Lu 1.0270 -0.2564 1.5078
2 C 3.6781 0.5256 0.6724
3 C 3.6530 0.6840 2.0645
4 C 3.4524 -0.4294 2.8962
5 C 3.3441 -1.7092 2.3319
6 C 3.4046 -1.8673 0.9422
7 C 3.5423 -0.7509 0.1109
8 H 3.9326 1.3701 0.0412
9 H 3.8956 1.6453 2.5035
10 H 3.5498 -0.3202 3.9731
11 H 3.3241 -2.5845 2.9711
12 H 3.4291 -2.8649 0.5224
13 H 3.6732 -0.8875 -0.9577
14 O -1.5234 -2.3609 3.0518
15 S -1.0002 -1.8142 1.8577
16 O -0.9415 -0.3002 1.8356
17 O 0.4452 -2.1622 1.5925
18 C -1.9487 -2.1688 0.4082
19 C -3.1113 -2.9073 0.5089
20 C -3.9485 -2.9959 -0.5951
21 C -3.6049 -2.3583 -1.7792
22 C -2.4247 -1.6365 -1.8744
23 C -1.5837 -1.5186 -0.7671
24 P -0.0129 -0.5704 -0.9182
25 C -0.5342 1.0655 -1.5299
26 C 0.4108 1.8561 -2.1938
27 C 0.1123 3.1736 -2.5101
28 C -1.1153 3.7097 -2.1461
29 C -2.0478 2.9308 -1.4758
30 C -1.7599 1.6128 -1.1578
31 C 0.7332 -1.4450 -2.3279
32 C 1.4333 -2.6051 -1.9929
33 C 1.9764 -3.3928 -2.9907
34 C 1.8204 -3.0213 -4.3193
35 C 1.1180 -1.8728 -4.6500
36 C 0.5709 -1.0763 -3.6581
37 H -3.3485 -3.3883 1.4456
38 H -4.8706 -3.5490 -0.5244
39 H -4.2627 -2.4166 -2.6329
40 H -2.1574 -1.1433 -2.7984
41 H 1.3626 1.4241 -2.4831
42 H 0.8315 3.7774 -3.0441
43 H -1.3462 4.7351 -2.3871
44 H -3.0020 3.3488 -1.1975
45 H -2.4807 0.9991 -0.6341
46 H 1.5094 -2.8854 -0.9453
47 H 2.5131 -4.2945 -2.7376
48 H 2.2471 -3.6335 -5.0980
49 H 0.9888 -1.5971 -5.6846
50 H 0.0224 -0.1819 -3.9123
51 Se 0.9859 3.0136 0.6246
52 N 0.9076 1.9413 2.0597
53 C -0.1914 2.2913 2.7644
54 C -0.6067 1.7026 3.9734
55 C -1.7554 2.1713 4.5561
56 C -2.5192 3.2090 3.9692
57 C -2.1420 3.8064 2.8008
58 C -0.9557 3.3632 2.1791
59 N -0.4623 3.8327 1.0357
60 H -0.0163 0.9045 4.4235
61 H -2.0901 1.7448 5.4898
62 H -3.4210 3.5278 4.4662
63 H -2.7096 4.6004 2.3436

=====

Number 1: molar mass 862.5 g/mol. Number 2: molar mass 660.6 g/mol. Number 3: molar mass 781.5 g/mol. Number 4: molar mass 671.5 g/mol. Number 5: molar mass 845.2 g/mol. Number 6: molar mass 777.5 g/mol.